[1]
A 2-piece molecular cluster, CH4O overall at a distorted geometry. Source: the Open Molecules 2025 dataset; level of theory: ωB97M-V/def2-TZVPD.

Geometry as XYZ:
```
6
Properties=species:S:1:pos:R:3:forces:R:3
O -1.063 -0.297 -0.060 -0.67 0.27 1.05
H 0.935 -0.122 0.807 -1.34 0.66 -0.75
H -2.346 1.657 0.460 0.09 -0.04 -0.02
C 0.233 -0.578 0.006 1.22 0.06 1.12
H 0.661 -0.418 -0.965 1.04 -0.57 -0.39
H 0.395 -1.545 0.549 -0.34 -0.37 -1.02
```
Positions in Å, forces in eV/Å.

Properties
Total charge: 0
Orbital gap (spin up / spin down) (eV): 11.519 / 8.786
DFT total energy (eV): -3143.64810
Relative energy (zero: lowest compared OMol25 entry of this formula, charge and spin) (kJ/mol): 498.31



[2]
C5H9NO2 as an isolated structure at a distorted geometry. Source: the Open Molecules 2025 dataset; level of theory: ωB97M-V/def2-TZVPD.

Geometry as XYZ:
```
17
Properties=species:S:1:pos:R:3:forces:R:3
H 0.904 -2.216 -2.379 0.41 0.33 -0.17
O -1.722 2.149 -0.452 -0.51 -1.11 -1.24
H -0.101 -1.663 1.362 0.26 0.02 -0.15
H 0.530 1.938 -1.064 -0.16 -1.05 -0.03
C 0.252 -0.600 -1.212 -1.23 -3.47 0.71
N -0.032 -0.010 0.079 0.57 -1.07 -3.13
H 1.714 -2.077 -0.718 -0.32 -0.24 0.20
C 0.667 1.270 -0.219 -1.23 2.91 4.53
H 1.374 1.529 0.567 0.20 -0.05 -0.46
H -0.428 -0.230 -1.971 0.13 0.19 -0.03
H 1.494 -0.767 1.314 0.14 -0.34 -0.18
C 0.988 -1.706 -1.428 -0.36 1.11 0.06
C 0.407 -0.700 1.307 -0.18 0.47 -0.50
O -2.035 0.758 1.220 0.55 -0.94 0.84
C -1.257 1.278 0.248 1.47 2.81 -0.01
H 0.152 -0.137 2.206 -0.28 0.29 -0.33
H -2.908 1.182 1.140 0.54 0.15 -0.11
```
Positions in Å, forces in eV/Å.

Properties
Total charge: 0
Orbital gap (spin up / spin down) (eV): 7.419 / 7.415
DFT total energy (eV): -10909.92481
Relative energy (zero: lowest compared OMol25 entry of this formula, charge and spin) (kJ/mol): 641.71



[3]
A 5-piece molecular cluster, C9H20Cl8NO3PS overall at a distorted geometry. Source: the Open Molecules 2025 dataset; level of theory: ωB97M-V/def2-TZVPD.

Geometry as XYZ:
```
43
Properties=species:S:1:pos:R:3:forces:R:3
H -1.715 -1.178 5.090 0.09 0.02 -0.02
H -0.638 -0.230 -1.784 0.04 0.03 0.00
Cl -1.629 -1.734 2.805 -0.03 -0.15 0.04
H -1.217 0.288 -3.897 0.48 -0.16 0.16
H -0.280 -3.195 0.026 0.01 0.03 -0.02
H -0.570 1.773 -5.405 0.33 -0.15 0.17
C -0.157 -4.116 -0.542 0.04 0.05 0.07
C -2.278 0.616 4.029 -0.06 0.09 0.07
S -2.990 0.499 -5.995 0.24 -0.12 -0.05
C 0.829 -3.890 -1.660 0.00 0.12 0.01
Cl 0.925 1.275 0.125 0.00 0.03 -0.02
H -3.317 -1.220 4.349 -0.03 0.01 -0.06
H 2.231 5.000 5.989 -0.02 -0.02 0.03
C 2.019 3.224 4.827 -0.03 0.03 -0.01
Cl 1.236 -5.402 -2.510 -0.01 -0.01 -0.03
C 2.840 4.381 5.333 -0.04 0.08 0.02
Cl -0.621 1.274 3.995 -0.02 -0.06 -0.09
Cl -1.765 1.834 -1.898 -0.02 0.12 0.12
Cl 4.249 3.843 6.283 0.02 0.00 0.00
H -2.766 0.900 3.100 0.02 -0.01 -0.04
H 0.446 -3.186 -2.394 -0.01 -0.06 -0.03
C -2.292 -0.878 4.220 -0.08 -0.01 0.08
H -0.531 -0.461 0.714 0.04 -0.03 0.02
O 0.870 -1.494 -4.089 0.18 0.20 -0.99
Cl 2.883 2.277 3.588 -0.02 -0.02 0.01
H -2.223 -0.286 -1.001 -0.03 0.03 0.02
O 2.097 0.767 -6.129 -0.65 -0.24 -0.43
Cl -1.771 -4.573 -1.146 -0.02 0.01 0.00
H -1.296 1.116 0.885 0.01 0.05 0.01
P -1.203 0.534 -5.262 -1.22 0.25 -0.89
C -1.310 0.299 -1.111 -0.03 -0.15 -0.07
H 3.011 1.050 -6.067 0.53 -0.05 0.16
H 0.179 -4.897 0.134 -0.02 -0.06 -0.02
C -0.675 0.503 0.238 0.04 0.04 -0.03
O 2.201 -0.567 -5.588 0.33 0.42 0.23
H 3.204 4.995 4.514 0.06 -0.03 -0.03
H -2.798 1.096 4.855 0.01 -0.02 0.04
H 1.757 -3.493 -1.252 0.01 -0.02 0.03
H 1.109 3.599 4.363 0.01 0.05 -0.03
H -0.599 -1.393 -6.298 -0.19 -0.15 -0.04
H 1.746 2.549 5.633 0.05 -0.04 0.02
N -0.109 -0.560 -6.000 0.23 0.53 0.76
C 0.972 -0.910 -5.139 -0.24 -0.60 0.80
```
Positions in Å, forces in eV/Å.

Properties
Total charge: 0
Orbital gap (eV): 8.995
DFT total energy (eV): -137591.77145
Relative energy (zero: lowest compared OMol25 entry of this formula, charge and spin) (kJ/mol): 11.73
SMILES: O=C(N[PH2]=S)OO.ClCCCl.ClCCCl.ClCCCl.ClCCCl